The following is a DFT calculation (ωB97M-V/def2-TZVPD) of a molecular structure, C3H12NO3S in a non-equilibrium geometry.

```
20
C3H12NO3S (ωB97M-V/def2-TZVPD)
S 1.16556 2.42848 1.13795
O 1.20907 -2.65489 0.27225
O -0.27262 -2.27653 -1.80529
O -1.96608 -0.74651 -0.85016
N 0.46970 0.32946 -1.01369
C -1.53713 -0.59314 0.41825
C -0.10522 0.25440 0.30473
C -0.44565 1.58811 0.90827
H 0.66384 -2.57789 -0.55682
H 0.32997 -1.83254 -2.43709
H -1.22140 -1.66057 -1.40056
H 1.48280 -1.71178 0.52269
H 1.79415 2.59090 -0.05494
H -1.10828 2.39675 0.43954
H -1.16103 -1.59196 0.71823
H -2.26688 -0.16168 1.03504
H 0.87782 -0.52407 -1.34388
H 0.47179 -0.36586 1.02230
H -0.15854 0.71321 -1.70420
H -0.87612 1.49085 1.92642
```

Summary:
LUMO (alpha / beta) = 0.0211 / -0.1136 Ha
Total charge = 0
HOMO-LUMO gap (alpha / beta) = 10.172 / 6.516 eV
Multiplicity = 2
Energy = -21769.5501 eV
Highest occupied orbital energy (alpha / beta) = -9.60 / -9.61 eV
Energy above the lowest of the compared OMol25 structures with the same formula, charge and spin = 33.81 kcal per mole

***

The following is a DFT calculation (ωB97M-V/def2-TZVPD) of a molecular structure, C3H12NO4 in a non-equilibrium geometry.

```
20
C3H12NO4 (ωB97M-V/def2-TZVPD)
O 1.57923 -1.00552 2.76065
O -0.03863 0.01882 -2.17413
O 2.59943 -0.17235 -1.31684
O 0.91714 -0.14211 0.44472
N -2.24215 0.12766 0.69806
C -0.96909 -0.56513 -1.43486
C 0.06360 0.88832 0.48030
C -1.29254 0.50218 -0.30677
H -1.76220 1.39594 -0.76407
H 1.76691 -0.21870 -0.39438
H -0.61922 -1.63930 -1.07076
H 0.98520 -0.04374 -1.70335
H 1.21513 -0.37527 3.34555
H -0.27451 1.02844 1.51166
H -1.93204 -0.65463 1.30861
H 1.57473 -0.60755 1.88435
H 2.79541 0.65862 -1.52869
H 0.51680 1.80231 -0.00707
H -1.85631 -0.67912 -2.02542
H -3.02690 -0.31886 0.29244
```

Summary:
LUMO = 0.1464 Ha
Total charge = -1
HOMO-LUMO gap = 8.645 eV
Energy = -12985.2698 eV
Highest occupied orbital energy = -4.66 eV
Energy above the lowest of the compared OMol25 structures with the same formula, charge and spin = 37.50 kcal per mole

***

The following is a DFT calculation (ωB97M-V/def2-TZVPD) of 4 unconnected molecules or ions with the total composition C3H12NO4 in a non-equilibrium geometry.

```
20
C3H12NO4 (ωB97M-V/def2-TZVPD)
O -2.37458 1.05209 -0.57463
O 3.67327 -0.96125 1.52072
O 2.46398 -0.47725 -2.71250
O 0.22416 0.29948 -0.78306
N -5.60876 -1.07701 0.90076
C 0.94311 0.32523 0.20675
C 2.96236 0.28955 1.55867
C 2.31777 0.73818 0.30430
H 2.84732 1.27870 -0.48393
H -5.15273 -0.42277 0.27152
H 2.73830 -0.17166 -3.57360
H 3.49702 -1.51094 0.75831
H 0.48503 -0.12004 1.10191
H 3.69549 0.91179 2.07225
H -6.39597 -0.60641 1.32950
H -5.92550 -1.88034 0.39129
H 2.14471 0.22181 2.28433
H -2.83753 1.06131 -1.41526
H 1.75072 0.02734 -2.35120
H -1.44817 1.02218 -0.80615
```

Summary:
LUMO = -0.3731 Ha
Total charge = +1
HOMO-LUMO gap = 1.464 eV
Energy = -12972.9891 eV
Highest occupied orbital energy = -11.62 eV
Energy above the lowest of the compared OMol25 structures with the same formula, charge and spin = 174.91 kcal per mole

***

The following is a DFT calculation (ωB97M-V/def2-TZVPD) of 2 unconnected molecules or ions with the total composition C3H12NOS2 in a non-equilibrium geometry.

```
19
C3H12NOS2 (ωB97M-V/def2-TZVPD)
S -1.86843 0.39639 -1.98954
S -0.01247 0.24709 -1.41358
O 0.76823 2.04410 1.21646
N 1.91900 -0.49521 0.61229
C -2.67582 1.08191 -0.46701
C 0.88989 -1.58024 0.37759
C 0.34819 -1.49630 -1.05366
H 2.63961 -0.89948 1.21412
H -0.52905 -2.09754 -1.14867
H -2.13597 1.85795 0.11336
H 1.02052 -1.89755 -1.83656
H -3.08190 0.22522 0.13599
H 0.11225 -1.43667 1.13577
H -0.13734 2.17689 0.91166
H -3.59102 1.40721 -1.01250
H 1.31699 -2.52868 0.63929
H 1.57036 0.40213 1.04953
H 1.02580 2.78948 1.77152
H 2.42117 -0.19669 -0.25608
```

Summary:
LUMO = -0.1197 Ha
Total charge = +1
HOMO-LUMO gap = 9.051 eV
Energy = -28507.1347 eV
Highest occupied orbital energy = -12.31 eV
Energy above the lowest of the compared OMol25 structures with the same formula, charge and spin = 18.95 kcal per mole